(1)
Formula: C4H11NO2
Source: the Open Molecules 2025 dataset
Level of theory: wB97M-V/def2-TZVPD

XYZ file:
```
18
Properties=species:S:1:pos:R:3:forces:R:3
O 1.971 1.298 -0.663 -0.64 0.75 0.18
O -2.698 -0.835 1.905 -0.10 -0.20 -1.11
N 0.101 0.675 0.544 1.37 1.35 -0.75
C 0.159 1.914 1.318 -1.82 -0.08 0.20
C 0.122 -1.229 -1.931 -0.68 1.19 0.01
C 1.109 0.501 -0.355 1.19 -2.21 0.00
C 1.232 -0.948 -0.869 -1.15 0.27 -1.06
H -0.371 -0.173 0.768 -0.27 0.06 0.49
H -0.230 1.741 2.323 0.52 -0.10 0.13
H -1.779 -0.565 1.866 0.06 0.10 0.43
H 0.443 -1.507 -2.932 0.39 -0.47 0.25
H -0.546 2.650 0.917 0.21 0.02 -0.23
H 1.109 -1.670 -0.063 0.37 0.02 0.12
H -2.892 -0.996 0.957 -0.13 0.08 0.82
H 1.152 2.344 1.281 0.16 -0.23 0.17
H 2.198 -1.022 -1.353 0.20 -0.13 0.29
H -0.411 -0.287 -2.129 0.07 -0.07 0.08
H -0.671 -1.891 -1.585 0.26 -0.33 -0.01
```
Forces are in eV/Å.

Output
charge = 0
gap between HOMO and LUMO = 10.3 eV
energy relative to the best compared isomer or geometry (same formula, charge and spin) = 0.9651 eV
maximum force = 2.5 eV/Å
SMILES string = CCC(=O)NC.O

Want to see where the charge sits? The Mulliken charges in e are: -0.631, -0.641, -0.004, -0.946, -0.974, 0.485, -0.529, 0.045, 0.303, 0.358, 0.317, 0.297, 0.350, 0.331, 0.343, 0.307, 0.323, 0.267

---

(2)
Formula: C24H45ClInO4P2
Source: the Open Molecules 2025 dataset
Level of theory: wB97M-V/def2-TZVPD

XYZ file:
```
77
Properties=species:S:1:pos:R:3:forces:R:3
In -0.548 -0.018 -0.332 -0.58 -0.81 2.96
Cl -3.716 1.116 2.839 -0.30 0.21 1.52
P -2.291 -1.967 -0.029 0.76 0.60 -0.21
P -1.067 2.399 -0.915 -0.20 0.12 0.12
O -1.438 -0.204 1.626 0.10 0.42 -0.93
O -3.372 1.637 4.245 -0.85 -0.72 -1.99
O -4.366 2.216 2.062 0.03 -0.51 0.34
O -4.669 -0.064 2.973 0.79 1.29 -0.14
C 2.990 -0.922 1.426 0.61 -0.15 -0.34
C 2.380 0.488 -4.257 0.15 0.49 -0.39
C -0.418 2.369 3.158 -0.68 0.33 0.42
C -3.578 -1.482 -1.191 -0.13 -0.36 -0.03
C 1.368 1.013 2.066 -1.21 0.54 0.96
C -2.496 3.241 -0.214 -0.14 -0.54 0.29
C -0.518 -0.269 2.700 -0.43 0.08 -0.28
C -3.143 -2.422 1.478 -0.11 0.11 0.30
C 0.645 -2.609 2.330 0.16 -0.88 -0.25
C 1.661 -0.373 1.774 -0.69 -1.02 -0.45
C 0.182 3.668 -0.603 0.49 -0.06 -0.36
C 0.590 -1.158 2.143 0.76 0.98 0.31
C 2.846 1.092 -2.953 -0.06 -0.43 0.42
C 3.627 0.392 -2.116 -0.50 0.00 -0.17
C 1.633 -1.801 -2.039 -0.11 0.32 0.12
C 0.841 -1.077 -2.837 0.14 0.05 0.27
C 1.289 -0.630 -4.193 -0.43 0.21 -0.64
C 2.278 2.163 1.832 0.32 0.31 0.05
C -1.224 -0.816 3.967 0.94 0.02 0.01
C 0.161 1.102 2.706 1.42 -0.46 -0.90
C 4.087 -0.999 -2.478 0.56 0.06 0.18
C -1.600 -3.537 -0.570 -0.21 0.02 -0.27
C 3.030 -2.152 -2.461 0.30 -0.74 0.13
C -1.590 2.212 -2.642 0.23 0.30 -0.19
H 1.271 -2.832 3.216 -0.29 -0.03 -0.26
H 1.668 -1.487 -4.778 -0.28 0.20 0.37
H -2.233 3.075 -2.853 0.22 -0.17 -0.36
H 3.614 -0.201 0.891 0.00 -0.03 0.23
H -1.203 -3.441 -1.583 -0.05 -0.23 0.06
H 0.129 2.709 4.054 -0.26 0.10 -0.30
H 1.719 3.104 1.734 0.18 -0.27 0.17
H 2.891 2.052 0.926 -0.01 -0.05 0.25
H 2.938 -1.813 0.786 -0.06 0.10 0.27
H -3.910 -3.146 1.173 0.06 0.02 0.09
H 3.500 -1.206 2.365 -0.03 0.08 -0.40
H -2.491 4.215 -0.723 -0.13 -0.18 0.15
H 3.945 0.747 -1.129 -0.17 0.25 -0.52
H 0.415 -0.254 -4.747 0.22 -0.25 0.15
H 2.939 2.263 2.708 0.02 0.15 -0.43
H 1.327 -2.126 -1.034 -0.10 0.12 -0.35
H -2.450 -4.229 -0.520 0.39 -0.25 -0.18
H -2.386 3.358 0.865 -0.20 0.00 -0.06
H -4.302 -2.304 -1.158 -0.24 0.34 -0.32
H 1.129 -3.088 1.469 -0.02 -0.10 0.23
H 0.123 4.385 -1.430 0.14 0.05 0.20
H -3.150 -1.369 -2.194 -0.18 -0.10 0.12
H -2.295 -0.580 4.016 0.53 0.17 -0.04
H -2.193 1.298 -2.737 0.10 0.23 0.08
H -1.113 -1.907 3.971 -0.17 0.20 0.10
H -0.086 4.165 0.341 0.07 -0.19 -0.36
H -3.413 2.685 -0.411 -0.05 0.19 0.14
H 1.193 3.259 -0.519 -0.18 0.16 -0.15
H 1.962 1.298 -4.872 0.31 -0.26 0.06
H -0.337 -3.069 2.484 0.27 0.10 -0.04
H -0.167 -0.738 -2.525 0.29 -0.55 -0.33
H -0.740 2.145 -3.326 -0.18 0.10 -0.01
H -0.805 -3.846 0.117 -0.23 0.00 -0.14
H 4.532 -0.988 -3.489 -0.04 0.07 0.48
H 4.881 -1.287 -1.771 -0.16 0.13 -0.39
H -4.039 -0.541 -0.869 -0.02 -0.27 0.01
H -1.454 2.190 3.445 -0.06 0.38 0.20
H 3.239 0.072 -4.811 -0.26 0.31 0.22
H -3.613 -1.562 1.972 -0.04 -0.06 -0.08
H -0.379 3.168 2.392 0.08 -0.29 0.39
H 2.473 2.098 -2.731 0.34 -0.30 0.14
H 3.417 -2.930 -1.785 -0.21 0.18 -0.29
H -0.702 -0.448 4.864 -0.38 -0.06 -0.21
H -2.448 -2.898 2.178 -0.15 0.11 -0.19
H 3.031 -2.600 -3.470 -0.24 0.11 0.42
```
Forces are in eV/Å.

Output
charge = +1
gap between HOMO and LUMO (spin up / spin down) = 4.6 / 4.6 eV
energy relative to the best compared isomer or geometry (same formula, charge and spin) = 0.7221 eV
maximum force = 3.1 eV/Å

Want to see where the charge sits? The Mulliken charges in e are: 0.901, 1.571, 1.433, 1.384, -2.010, -0.740, -0.788, -0.786, -1.576, -0.910, -1.139, -1.261, 0.472, -1.673, 2.829, -1.005, -2.163, 1.061, -1.326, -0.125, -0.392, -0.219, 0.202, 0.242, -1.298, -1.895, -1.158, -0.387, -1.050, -1.337, -1.302, -1.325, 0.390, 0.394, 0.523, 0.482, 0.357, 0.398, 0.472, 0.211, 0.201, 0.614, 0.330, 0.593, 0.521, 0.345, 0.325, 0.360, 0.515, 0.373, 0.493, 0.345, 0.543, 0.362, 0.191, 0.314, 0.520, 0.463, 0.442, 0.146, 0.383, 0.345, 0.381, 0.311, 0.266, 0.395, 0.323, 0.321, 0.211, 0.376, 0.177, 0.086, 0.483, 0.407, 0.348, 0.278, 0.458

---

(3)
Formula: C5H12N2O
Source: the Open Molecules 2025 dataset
Level of theory: wB97M-V/def2-TZVPD

XYZ file:
```
20
Properties=species:S:1:pos:R:3:forces:R:3
O 2.284 -0.673 1.687 0.09 -0.98 0.78
N -3.017 -0.042 0.084 0.14 -1.94 2.94
N -0.089 0.116 -0.049 -1.17 -0.64 1.17
C -0.745 -1.020 -0.695 -1.07 2.26 -1.13
C 2.783 0.298 1.216 -3.48 1.17 -2.30
C 1.908 1.290 0.347 1.43 0.29 -0.99
C -2.129 -1.222 -0.070 -2.10 -1.57 2.12
C 1.016 0.687 -0.742 -0.78 -0.14 -1.36
H -0.922 -0.717 -1.808 0.37 -0.49 1.70
H -2.805 -1.945 -0.651 1.48 0.65 0.54
H 1.264 1.832 1.062 0.25 0.05 -0.41
H -2.895 0.563 0.911 0.45 -0.77 -0.75
H 1.457 -0.123 -1.431 0.27 1.16 1.04
H 2.530 1.994 -0.248 0.12 -0.07 1.11
H 0.619 1.516 -1.517 1.01 -1.43 1.71
H 0.099 -0.044 0.967 -0.13 -0.11 -1.57
H 3.779 0.573 1.311 2.44 0.38 0.51
H -0.106 -1.880 -0.690 0.14 -0.93 -0.01
H -2.104 -1.683 1.012 0.43 0.65 -2.02
H -2.926 0.479 -0.695 0.14 2.46 -3.05
```
Forces are in eV/Å.

Output
charge = 0
gap between HOMO and LUMO = 9.3 eV
energy relative to the best compared isomer or geometry (same formula, charge and spin) = 3.1222 eV
maximum force = 4.3 eV/Å
SMILES string = NCCNCCC=O

Want to see where the charge sits? The Mulliken charges in e are: -0.461, -0.533, -0.194, -0.606, 0.045, -0.888, -0.627, -0.391, 0.299, 0.288, 0.303, 0.244, 0.313, 0.353, 0.278, 0.286, 0.421, 0.384, 0.298, 0.188

---

(4)
Formula: H28O14
Source: the Open Molecules 2025 dataset
Level of theory: wB97M-V/def2-TZVPD

XYZ file:
```
42
Properties=species:S:1:pos:R:3:forces:R:3
O -2.711 -2.873 1.359 0.91 -2.70 3.29
O -0.030 0.539 1.204 1.22 0.20 0.18
O 3.924 -0.799 -1.906 -0.04 0.94 -0.53
O -1.622 1.881 -1.952 0.90 -0.09 0.04
O 3.468 1.594 0.978 0.43 -0.12 -0.27
O 0.588 -1.769 -2.751 -0.09 -0.57 -0.75
O 1.313 2.542 2.543 0.25 0.37 0.70
O 4.616 -2.708 -0.481 0.20 -0.72 0.71
O -0.393 -0.247 -1.064 -0.56 -0.46 -1.01
O -4.031 1.972 -2.485 -1.03 -0.22 -0.11
O 0.171 4.320 0.561 0.08 0.22 -0.26
O -0.804 -2.570 2.910 1.24 -0.14 0.63
O -1.643 0.199 2.885 -1.36 0.00 1.24
O -3.512 -2.023 -0.213 -1.62 1.93 -4.17
H 4.152 0.136 -1.852 -0.26 0.03 -0.05
H -0.435 0.608 0.332 0.26 -0.13 0.01
H -3.724 -1.633 -1.068 -0.54 0.25 -0.52
H -0.137 -3.231 2.695 -0.10 0.00 0.08
H -3.033 -3.778 1.273 0.14 -0.11 0.60
H -1.714 0.982 2.327 0.33 -0.25 0.14
H -0.578 -1.819 2.349 -0.45 0.31 0.01
H -0.330 -1.477 -2.708 0.36 -0.01 -0.34
H 4.626 -1.180 -2.446 -0.06 -0.18 0.18
H 0.547 5.200 0.677 -0.06 -0.05 0.08
H 5.103 -2.156 0.142 -0.05 -0.12 -0.12
H 4.211 2.157 0.735 -0.05 0.02 0.05
H -3.542 1.363 -1.921 -0.24 0.48 0.20
H -3.416 -2.963 -0.402 0.06 0.55 -0.05
H 3.763 -2.267 -0.567 0.20 0.06 -0.18
H 0.717 -0.055 1.068 -0.10 0.28 -0.15
H 0.655 -2.206 -3.607 0.20 -0.12 0.10
H 1.621 1.686 2.860 -0.09 0.19 -0.21
H -1.235 -0.460 -1.482 -0.10 0.14 0.48
H -1.927 1.287 -2.648 0.38 0.37 -0.22
H 0.051 4.241 -0.392 0.00 -0.08 0.10
H -0.971 0.435 3.535 -0.09 0.02 -0.20
H -4.684 2.366 -1.895 -0.03 -0.04 -0.13
H 1.903 2.746 1.808 -0.30 -0.23 0.05
H 0.054 -1.097 -0.990 0.11 0.06 0.28
H -3.435 -2.407 1.793 0.32 0.01 0.06
H 3.877 0.751 1.205 -0.09 0.03 0.02
H -1.455 2.712 -2.411 -0.26 -0.09 0.04
```
Forces are in eV/Å.

Output
charge = 0
gap between HOMO and LUMO = 8.7 eV
energy relative to the best compared isomer or geometry (same formula, charge and spin) = 6.8299 eV
maximum force = 4.9 eV/Å

Want to see where the charge sits? The Mulliken charges in e are: -0.639, -0.404, -0.595, -0.586, -0.590, -0.571, -0.562, -0.637, -0.653, -0.614, -0.565, -0.607, -0.602, -0.488, 0.294, 0.374, 0.224, 0.277, 0.294, 0.301, 0.337, 0.257, 0.319, 0.285, 0.303, 0.260, 0.346, 0.295, 0.321, 0.082, 0.276, 0.242, 0.258, 0.317, 0.285, 0.288, 0.301, 0.332, 0.371, 0.338, 0.295, 0.245

---

(5)
Formula: C30H37NO25
Source: the Open Molecules 2025 dataset
Level of theory: wB97M-V/def2-TZVPD

XYZ file:
```
93
Properties=species:S:1:pos:R:3:forces:R:3
O -1.741 0.620 0.240 0.06 -0.29 -1.02
O 0.574 -0.665 4.082 -0.91 0.60 0.51
O 10.569 2.683 -5.615 -0.66 -0.59 0.24
O -1.504 -0.031 4.720 0.59 -0.11 0.09
O 1.822 -4.406 6.204 -0.60 -0.01 -0.24
O 8.847 2.076 -4.267 0.72 -0.03 -0.54
O 0.787 -3.037 -2.133 -1.26 0.24 -4.68
O -2.240 0.858 -1.956 0.20 -0.58 0.65
O -3.947 2.987 1.868 -0.35 -0.74 -0.38
O -0.294 -4.843 5.519 0.73 0.43 -0.06
O -8.454 5.019 3.153 0.66 0.20 0.04
O -6.462 5.927 2.575 -0.55 -0.49 0.60
O 1.013 -3.396 4.366 -0.24 -0.73 0.59
O -5.195 2.616 0.037 0.48 -0.50 0.51
O -0.612 -4.132 -3.563 1.17 2.36 -0.67
O 0.071 -0.420 6.276 -0.09 -0.08 -0.58
O 9.444 0.749 -5.985 0.25 0.85 0.36
O 4.003 -0.155 0.500 -0.31 -0.25 0.49
O 5.457 -1.363 -5.058 -5.31 4.21 -2.26
O 3.574 -0.402 2.711 0.03 -0.32 -0.83
O -2.043 -1.205 -1.033 -0.05 0.59 -0.27
O 2.806 -1.917 1.217 0.40 0.42 0.24
O -4.293 0.865 1.156 -0.57 0.94 -0.02
O -6.641 4.624 4.419 -0.15 0.28 -0.61
O 4.936 0.697 -6.156 -2.81 -4.05 1.77
N 2.142 -0.367 -6.587 -1.45 -1.68 2.25
C -8.816 4.008 4.083 -0.76 -0.49 0.03
C -2.161 -0.022 5.979 -0.89 0.01 0.13
C -2.028 0.157 -1.004 -0.22 0.76 -0.26
C -1.490 -1.786 -5.691 0.36 0.76 0.10
C 2.919 -3.751 5.579 0.77 -0.09 0.08
C -1.525 -1.656 0.213 0.37 -0.72 0.32
C 0.749 -4.268 5.375 -0.72 -0.31 -0.04
C -1.033 0.171 6.948 -0.03 0.25 0.85
C -4.177 4.253 1.264 0.51 0.97 0.28
C -7.124 5.253 3.314 0.42 0.57 -0.47
C -2.155 -0.497 -4.935 1.50 -0.59 -0.49
C 2.713 -1.908 -0.200 -0.44 -0.47 -0.47
C 7.843 1.075 -4.388 -1.05 0.13 0.48
C -4.463 2.046 1.032 0.17 -0.64 -0.01
C -7.761 4.128 5.140 -0.02 -0.31 0.84
C 0.103 -1.539 -5.591 1.23 -0.02 -0.86
C 3.015 -0.870 -5.544 -1.79 -1.00 0.72
C -0.212 -0.397 4.944 0.56 -0.18 -0.84
C 2.473 -1.814 -4.433 -3.20 1.09 -2.24
C -1.782 -0.494 1.124 0.08 -0.21 1.18
C 0.734 -0.636 -6.686 0.98 -2.19 3.59
C -5.343 3.992 0.366 -0.61 0.58 -0.39
C 2.250 -2.764 4.672 0.70 0.66 -0.24
C 0.947 -2.167 -4.450 1.85 1.91 -2.90
C 3.859 -1.033 -0.609 0.38 0.06 -0.72
C 0.358 -3.128 -3.318 0.47 -0.68 4.03
C 3.472 -0.788 1.582 0.08 0.47 0.95
C 8.511 0.020 -5.198 -0.31 -1.20 -0.30
C 4.564 -0.421 -5.602 5.57 -0.98 0.57
C 9.702 1.909 -5.317 0.62 0.57 -0.23
H -0.812 1.227 7.128 0.00 -0.06 -0.05
H 2.825 -2.576 3.766 -0.30 0.04 0.05
H -2.767 -0.539 1.590 0.17 0.04 -0.13
H 0.105 -0.196 -7.544 1.36 -0.77 1.56
H -4.395 5.010 2.017 0.05 -0.24 0.01
H -1.024 -0.400 1.903 -0.01 0.16 -0.17
H -1.132 -4.314 -2.743 1.02 0.34 -0.45
H -3.281 4.549 0.711 -0.05 -0.11 -0.01
H 7.535 0.715 -3.406 0.13 0.16 -0.04
H -1.797 -2.776 -5.215 0.67 1.43 -0.52
H 6.976 1.503 -4.897 0.06 -0.11 0.00
H -1.215 -0.322 7.904 0.20 -0.04 -0.13
H 1.744 -1.492 -0.487 0.12 -0.03 0.02
H 9.059 -0.697 -4.579 0.01 0.05 -0.02
H -1.836 -1.825 -6.789 0.76 0.09 1.61
H -7.528 3.171 5.608 0.17 0.14 -0.10
H 7.807 -0.520 -5.832 0.12 0.11 0.03
H -2.895 0.783 6.029 0.11 -0.06 -0.21
H -6.301 4.133 0.872 0.09 0.00 -0.06
H 3.508 -4.492 5.031 -0.06 -0.01 0.05
H -8.028 4.849 5.918 0.02 -0.02 -0.08
H -2.034 -2.563 0.541 -0.03 0.09 -0.20
H -9.820 4.180 4.474 0.09 0.12 -0.19
H 2.048 -1.814 5.167 0.14 -0.20 -0.09
H -5.322 4.610 -0.533 -0.04 -0.23 0.00
H 3.106 -2.243 -3.586 -0.66 0.89 -1.71
H 4.790 -1.594 -0.739 -0.05 0.04 0.01
H -1.962 0.393 -5.643 -0.63 -1.21 1.29
H -1.496 -0.343 -3.999 -1.60 -0.01 -1.28
H 2.797 -2.919 -0.601 -0.10 0.07 0.23
H -0.459 -1.870 0.097 -0.07 -0.01 -0.03
H 2.557 0.256 -7.303 0.12 -0.46 0.82
H -2.672 -0.979 6.118 0.08 0.04 -0.01
H -8.794 3.038 3.578 0.03 0.07 0.02
H 3.558 -3.269 6.321 -0.17 -0.14 0.05
H 3.653 -0.473 -1.523 0.09 0.12 0.19
H -3.256 -0.652 -4.690 1.59 0.33 -0.31
```
Forces are in eV/Å.

Output
charge = 0
gap between HOMO and LUMO = 6.6 eV
maximum force = 7.1 eV/Å

Want to see where the charge sits? The Mulliken charges in e are: -0.342, -0.366, -0.547, -0.168, -0.349, -0.363, -0.459, -0.606, -0.288, -0.586, -0.306, -0.557, -0.174, -0.335, -0.507, -0.367, -0.342, -0.371, -0.676, -0.503, -0.342, -0.258, -0.573, -0.296, -0.675, 0.006, -0.331, -0.397, 0.772, -0.775, -0.385, 0.051, 0.601, -0.412, -0.303, 0.682, -0.685, 0.077, -0.012, 0.634, -0.318, 0.216, -0.122, 0.558, -0.551, 0.052, -0.377, -0.184, 0.339, 0.712, -0.331, 0.438, 0.557, -0.184, 0.357, 0.601, 0.287, -0.131, 0.203, 0.383, 0.283, 0.067, 0.387, 0.298, 0.230, 0.317, 0.162, 0.307, -0.016, 0.246, 0.361, 0.292, 0.185, 0.281, 0.111, 0.277, 0.278, 0.414, 0.291, 0.143, 0.316, 0.570, 0.206, 0.282, 0.131, 0.333, -0.234, 0.319, 0.284, 0.261, 0.298, 0.302, 0.348

---

(6)
Formula: C6H5O7P
Source: the Open Molecules 2025 dataset
Level of theory: wB97M-V/def2-TZVPD

XYZ file:
```
19
Properties=species:S:1:pos:R:3:forces:R:3
P 1.102 -2.013 -1.289 -0.66 0.60 -0.24
O -1.687 -2.013 0.163 -0.94 0.69 1.73
O 2.941 1.300 0.605 1.40 0.97 0.36
O 0.835 -0.986 1.807 1.79 1.72 -2.01
O 0.155 0.608 -1.494 -2.60 -1.17 -1.40
O 1.571 2.250 -1.575 1.12 1.69 -0.77
O 2.172 -1.281 -1.997 -0.03 -0.26 -0.10
O -2.497 -0.032 1.558 -2.30 0.68 -1.66
C -1.280 -0.800 -0.270 -1.47 -1.29 0.16
C 1.772 0.734 0.231 0.63 0.99 -1.06
C 1.331 -0.252 0.987 -2.47 -1.74 2.51
C -2.099 0.325 0.185 3.47 -0.71 4.38
C -0.207 -0.663 -1.011 3.19 -0.34 -1.15
C 1.199 1.258 -1.072 0.19 -1.84 2.79
H -3.012 0.358 -0.188 -3.74 0.90 -2.74
H -1.777 -0.239 2.087 2.55 -0.24 1.64
H -2.293 -1.808 0.993 1.36 -0.46 -2.22
H -1.442 1.179 0.223 -0.58 0.79 -0.38
H 3.216 2.076 0.057 -0.90 -0.98 0.17
```
Forces are in eV/Å.

Output
charge = 0
gap between HOMO and LUMO = 7.8 eV
energy relative to the best compared isomer or geometry (same formula, charge and spin) = 2.3518 eV
maximum force = 5.6 eV/Å
SMILES string = O=C=C(O)C(=O)O/C(P=O)=C(/O)CO

Want to see where the charge sits? The Mulliken charges in e are: 0.353, -0.550, -0.570, -0.485, -0.445, -0.568, -0.451, -0.655, 0.739, 0.504, 0.289, -0.303, -0.389, 0.734, 0.386, 0.338, 0.474, 0.261, 0.338

---

Question: Which value of charge does entry 2 give?
Answer: +1

---

Question: What is the charge in the second record?
Answer: +1